[1]
{"formula": "C38H43F3N10O2", "method": "ωB97M-V with the def2-TZVPD basis set", "elements": ["O", "C", "O", "C", "C", "N", "N", "C", "C", "F", "F", "F", "C", "H", "H", "H", "N", "C", "C", "C", "C", "H", "H", "H", "H", "H", "N", "C", "C", "C", "C", "H", "H", "H", "H", "H", "N", "C", "C", "C", "C", "H", "H", "H", "H", "H", "N", "C", "C", "C", "C", "H", "H", "H", "H", "H", "N", "C", "C", "C", "C", "H", "H", "H", "H", "H", "N", "C", "C", "C", "C", "H", "H", "H", "H", "H", "N", "C", "C", "C", "C", "H", "H", "H", "H", "H", "N", "C", "C", "C", "C", "H", "H", "H", "H", "H"], "xyz": [[3.17773, -0.40510, -0.77640], [2.50732, -0.49302, -1.82386], [3.01522, -1.12420, -2.84155], [1.06506, 0.05231, -2.01221], [0.72929, 1.36918, -2.58717], [-0.54081, 1.80213, -2.72370], [-1.68429, 1.20886, -2.45009], [-1.42916, -0.02235, -1.95942], [-2.75203, -0.84931, -1.64690], [-3.64668, -0.02259, -0.97468], [-2.52666, -1.92118, -0.81332], [-3.31068, -1.26846, -2.83939], [-0.17059, -0.70649, -1.67230], [1.57416, 2.03213, -2.91960], [-0.65869, 2.75479, -3.10742], [-0.16502, -1.73044, -1.23135], [4.41747, -0.82360, 2.25785], [4.23617, -1.39011, 3.49019], [5.41859, -1.29113, 4.18071], [6.34663, -0.63435, 3.33320], [5.69856, -0.35636, 2.15564], [3.71604, -0.75947, 1.53568], [3.28416, -1.81501, 3.76839], [5.59595, -1.64953, 5.18347], [7.37324, -0.39201, 3.56041], [6.03836, 0.13137, 1.25550], [4.69785, 1.99652, -1.58652], [4.81326, 3.32303, -1.26337], [5.89984, 3.82884, -1.93191], [6.45745, 2.76860, -2.69117], [5.69212, 1.65236, -2.45921], [3.98862, 1.36950, -1.23628], [4.11509, 3.79024, -0.58609], [6.25387, 4.84711, -1.88171], [7.32167, 2.81765, -3.33545], [5.76969, 0.64530, -2.83791], [-3.91724, -1.34916, 1.84908], [-5.06263, -0.63063, 2.06341], [-5.36866, -0.71111, 3.39791], [-4.36684, -1.50381, 4.01407], [-3.48422, -1.88050, 3.03455], [-3.46391, -1.46762, 0.95933], [-5.55983, -0.12710, 1.24956], [-6.21757, -0.25058, 3.87887], [-4.30028, -1.76775, 5.05811], [-2.58858, -2.47992, 3.07762], [-2.96585, 4.63551, -2.88874], [-2.00302, 5.60508, -2.75908], [-2.50630, 6.77065, -3.27531], [-3.82272, 6.49841, -3.72788], [-4.07902, 5.17552, -3.47378], [-2.87028, 3.67719, -2.59751], [-1.04758, 5.38008, -2.31361], [-1.98768, 7.71517, -3.32165], [-4.50598, 7.19504, -4.18774], [-4.95384, 4.57287, -3.65895], [1.06677, 6.69526, -1.41535], [1.49623, 6.66687, -0.11424], [1.44896, 7.94644, 0.37390], [0.96778, 8.77947, -0.66875], [0.73789, 7.98029, -1.75821], [1.00273, 5.89834, -2.02247], [1.79861, 5.74071, 0.34855], [1.72809, 8.25139, 1.37036], [0.80758, 9.84545, -0.62443], [0.37152, 8.21281, -2.74542], [3.71208, -4.58255, 4.60775], [3.96705, -4.93026, 5.90607], [2.82435, -5.47922, 6.43045], [1.84385, -5.46726, 5.40716], [2.42199, -4.91082, 4.29388], [4.37208, -4.15181, 3.98009], [4.93690, -4.75610, 6.34414], [2.70670, -5.84935, 7.43708], [0.82964, -5.82677, 5.47842], [2.02721, -4.71966, 3.30841], [-1.67193, -7.18682, 4.90945], [-2.13792, -7.94518, 5.94953], [-2.54136, -9.15415, 5.44367], [-2.30472, -9.12711, 4.04548], [-1.76568, -7.90244, 3.74609], [-1.31544, -6.25023, 4.98781], [-2.14318, -7.55892, 6.95635], [-2.95909, -9.96867, 6.01475], [-2.50627, -9.91699, 3.33860], [-1.44252, -7.47855, 2.80861], [-5.60219, -0.58367, -7.69178], [-5.74265, -1.16368, -6.45993], [-4.53873, -1.07182, -5.81008], [-3.63849, -0.40578, -6.68125], [-4.32429, -0.11484, -7.83267], [-6.32628, -0.51242, -8.38578], [-6.68412, -1.59149, -6.15429], [-4.32833, -1.44052, -4.82064], [-2.60439, -0.16628, -6.48593], [-4.01426, 0.38248, -8.73790]], "forces_ev_per_a": [[-2.189, 1.357, 0.573], [3.859, -3.033, -2.464], [-3.290, 2.317, 1.662], [-3.214, 0.058, 0.091], [1.076, -1.629, 0.720], [1.449, 1.246, -0.613], [1.809, -2.309, 0.884], [-0.646, -1.981, 0.888], [-0.485, 1.053, -0.055], [1.198, -1.447, -1.320], [-0.181, 1.267, -1.578], [0.828, 0.470, 2.394], [1.030, 2.814, -1.260], [-1.217, -0.497, 0.314], [0.042, -0.640, 0.161], [0.037, 1.084, -0.482], [-0.002, 0.042, 0.082], [-0.103, -0.061, -0.109], [-0.085, -0.130, 0.099], [0.078, 0.079, -0.130], [-0.046, 0.003, -0.069], [0.162, 0.024, -0.096], [0.059, 0.043, 0.046], [-0.033, 0.043, -0.041], [-0.067, -0.007, -0.021], [-0.011, -0.046, 0.050], [-0.108, 0.253, -0.142], [-0.051, -0.018, -0.035], [-0.094, 0.163, 0.052], [-0.003, -0.128, -0.059], [0.014, -0.060, -0.007], [0.281, -0.226, 0.171], [0.104, -0.004, 0.020], [-0.021, -0.062, 0.010], [-0.049, -0.010, 0.049], [-0.027, 0.052, 0.047], [0.037, 0.047, 0.058], [-0.041, 0.013, -0.047], [-0.070, 0.092, -0.123], [0.146, -0.089, 0.031], [0.021, -0.048, -0.003], [-0.167, -0.005, 0.292], [0.002, -0.033, 0.068], [0.054, -0.028, -0.036], [0.002, 0.016, -0.070], [-0.066, 0.025, 0.030], [0.096, -0.059, -0.028], [0.048, -0.083, -0.111], [0.175, -0.014, 0.023], [-0.095, -0.133, -0.003], [-0.072, -0.029, -0.077], [-0.235, 0.106, 0.071], [-0.120, 0.094, 0.112], [-0.052, -0.058, 0.042], [0.039, -0.047, 0.048], [0.049, 0.058, 0.004], [-0.036, 0.075, 0.106], [0.051, -0.083, 0.047], [0.027, -0.152, 0.081], [-0.070, 0.018, -0.158], [-0.013, 0.043, -0.095], [0.148, 0.154, 0.023], [0.012, 0.083, 0.003], [-0.018, -0.031, -0.064], [0.008, -0.072, -0.012], [0.059, 0.014, 0.061], [-0.041, -0.141, 0.044], [0.031, 0.055, -0.040], [0.129, 0.004, 0.124], [-0.070, 0.068, -0.147], [0.014, 0.080, -0.066], [-0.061, 0.035, 0.089], [-0.073, -0.017, -0.006], [0.015, 0.019, -0.066], [0.101, -0.037, 0.009], [0.016, -0.033, 0.059], [-0.016, -0.098, -0.009], [-0.028, 0.052, 0.065], [0.007, 0.050, 0.160], [0.047, 0.052, -0.155], [-0.005, 0.058, -0.062], [-0.058, -0.110, -0.008], [-0.014, -0.048, -0.057], [0.034, 0.056, -0.028], [0.023, 0.054, 0.041], [-0.024, -0.056, 0.049], [0.082, 0.030, 0.103], [-0.069, -0.040, -0.025], [-0.158, -0.039, 0.033], [0.042, 0.103, -0.097], [0.004, 0.027, -0.097], [0.085, -0.004, 0.081], [0.080, 0.007, 0.003], [-0.075, -0.012, -0.121], [-0.051, -0.026, -0.048], [0.011, -0.042, 0.068]], "gap_ev": 4.88, "charge": 0, "e_tot_ev": -67246.660}

***

[2]
{"formula": "C54H55F9InN4O4PSi", "method": "ωB97M-V with the def2-TZVPD basis set", "elements": ["In", "N", "C", "C", "C", "C", "N", "C", "N", "N", "C", "O", "O", "H", "H", "H", "H", "H", "H", "H", "H", "H", "H", "H", "H", "H", "H", "C", "C", "C", "C", "C", "C", "P", "C", "C", "C", "C", "C", "C", "C", "C", "C", "C", "C", "C", "C", "C", "C", "C", "H", "H", "H", "H", "H", "H", "H", "H", "H", "H", "H", "H", "H", "H", "H", "H", "F", "C", "F", "F", "C", "O", "C", "F", "F", "F", "C", "F", "F", "F", "C", "C", "C", "C", "C", "C", "Si", "C", "C", "C", "C", "C", "C", "C", "C", "C", "C", "C", "C", "H", "H", "H", "H", "H", "H", "H", "H", "H", "H", "H", "H", "H", "H", "H", "C", "C", "O", "C", "C", "H", "H", "H", "H", "H", "H", "H", "H", "H", "H"], "xyz": [[0.01341, -0.69481, -0.54650], [0.58978, -1.09384, 2.04579], [0.79163, -0.07491, 3.06350], [1.10235, -0.62674, 4.46870], [2.22925, -1.66635, 4.58162], [3.61816, -1.18591, 4.14161], [3.96735, 0.10060, 4.71403], [4.59646, 0.32309, 5.82349], [4.82782, 1.60142, 6.18771], [5.03679, -0.65893, 6.64559], [1.80149, 0.95937, 2.52313], [2.35275, 1.74744, 3.36503], [2.00276, 0.95093, 1.31128], [0.00714, -1.84427, 2.39727], [1.46856, -1.50750, 1.74591], [-0.15801, 0.46528, 3.16178], [0.18934, -1.10560, 4.83193], [1.30245, 0.22264, 5.12449], [1.97700, -2.54234, 3.97828], [2.28216, -1.98650, 5.62593], [3.63157, -1.05752, 3.05766], [4.36824, -1.94024, 4.39349], [3.39916, 0.92998, 4.21794], [4.43253, 2.33737, 5.62485], [5.17088, 1.82992, 7.10112], [5.00152, -1.60837, 6.32040], [5.73594, -0.44619, 7.33432], [2.24044, 6.37494, 0.08635], [0.88590, 6.19070, 0.31636], [0.28325, 4.97287, 0.03084], [1.03400, 3.92762, -0.49607], [2.40212, 4.11324, -0.69943], [3.00127, 5.32914, -0.42063], [0.37112, 2.27636, -0.92152], [-1.33983, 2.40437, -0.28951], [-1.34821, 2.28129, 1.06297], [-2.52390, 2.42066, 1.86759], [-3.71372, 2.55782, 1.26746], [-3.84987, 2.45517, -0.17660], [-2.59551, 2.48163, -1.05128], [0.33865, 2.34937, -2.73722], [0.47635, 3.53161, -3.42556], [0.48097, 3.56223, -4.82807], [0.39064, 2.39525, -5.52929], [0.33910, 1.15040, -4.86388], [0.34506, -0.05003, -5.60946], [0.33869, -1.25478, -4.97493], [0.31636, -1.30191, -3.56640], [0.29708, -0.16900, -2.78666], [0.30791, 1.10258, -3.43418], [2.70312, 7.33027, 0.29947], [0.29190, 7.00259, 0.71763], [-0.77550, 4.84203, 0.21633], [2.98765, 3.28344, -1.08041], [4.06150, 5.46470, -0.59384], [-0.39228, 2.20563, 1.56674], [-2.42463, 2.49032, 2.94388], [-4.60105, 2.81152, 1.83415], [-4.72394, 2.96399, -0.55652], [-2.36729, 2.61083, -3.17594], [0.56309, 4.46536, -2.88551], [0.55346, 4.51296, -5.34102], [0.37385, 2.40433, -6.61329], [0.37390, 0.01390, -6.69119], [0.36430, -2.17878, -5.54067], [0.32833, -2.27554, -3.09272], [1.77697, -4.16664, -2.21772], [1.75490, -4.79468, -1.03290], [3.00384, -4.75192, -0.53848], [1.46745, -6.08836, -1.27345], [0.74037, -4.10408, -0.06401], [0.95484, -2.78735, 0.01485], [-0.69522, -4.46172, -0.54392], [-1.03750, -5.74954, -0.39280], [-0.84791, -4.15175, -1.83911], [-1.57798, -3.73546, 0.15661], [0.92447, -4.72552, 1.36230], [0.92324, -6.06421, 1.40471], [-0.05276, -4.29483, 2.19200], [2.08466, -4.30879, 1.90556], [-4.40272, -3.82670, -3.04096], [-3.50106, -2.89681, -3.53915], [-3.03406, -1.88057, -2.72142], [-3.45921, -1.76420, -1.39641], [-4.38147, -2.69491, -0.91906], [-4.84645, -3.71993, -1.73089], [-2.73454, -0.39884, -0.28847], [-3.48006, 1.22411, -1.03787], [-2.58553, 3.30121, -2.35321], [-3.86829, 4.00841, -2.65808], [-4.98646, 3.34068, -2.93919], [-5.07156, 1.88589, -2.94775], [-4.38964, 1.00663, -2.19555], [-3.43273, -0.77198, 1.43941], [-4.64187, -0.27610, 1.92397], [-5.05893, -0.55127, 3.21771], [-4.27967, -1.33895, 4.05435], [-3.10034, -1.88712, 3.57203], [-2.69196, -1.60611, 2.27568], [-4.75459, -4.63415, -3.67079], [-3.15176, -2.96878, -4.56224], [-2.32434, -1.16098, -3.11678], [-4.72872, -2.62364, 0.10548], [-5.55443, -4.43987, -1.33847], [-1.77926, 4.02667, -2.28907], [-3.86460, 5.09246, -2.66305], [-5.89062, 3.87069, -3.22230], [-5.77358, 1.47890, -3.66972], [-4.58327, -0.03461, -2.40645], [-5.27512, 0.31751, 1.27479], [-5.99645, -0.14619, 3.57969], [-4.60180, -1.54387, 5.06758], [-2.49930, -2.53309, 4.20201], [-1.79762, -2.06724, 1.87831], [3.99130, -0.28123, -3.33913], [3.52197, -1.45830, -2.49511], [2.98452, -1.02993, -1.25330], [3.96078, -0.87232, -0.23554], [4.27295, -2.18401, 0.47718], [4.36474, -0.63764, -4.30032], [4.78941, 0.27159, -2.84032], [3.15395, 0.39690, -3.51027], [4.34134, -2.16746, -2.33086], [2.72329, -1.97907, -3.01480], [3.54056, -0.14378, 0.45645], [4.88291, -0.45022, -0.65464], [3.35537, -2.61036, 0.88405], [4.99265, -2.01730, 1.28247], [4.69415, -2.91640, -0.21194]], "forces_ev_per_a": [[-0.320, 0.045, -0.217], [0.119, 0.068, -0.353], [-0.091, 0.153, 0.152], [0.115, -0.043, -0.188], [-0.060, 0.198, -0.074], [-0.369, -0.245, 0.033], [-0.882, 1.060, -0.867], [0.153, 0.203, 0.281], [0.005, -0.067, -0.042], [-0.048, 0.072, -0.179], [0.329, 0.151, 0.455], [0.199, -0.466, 0.393], [-0.040, 0.010, -0.405], [0.036, -0.056, -0.150], [-0.063, -0.089, 0.033], [0.031, 0.066, 0.019], [0.003, 0.009, 0.084], [-0.040, 0.003, 0.004], [0.071, -0.060, 0.072], [-0.044, -0.087, -0.008], [0.132, 0.001, 0.026], [0.045, 0.042, -0.142], [0.363, -0.705, 0.318], [0.009, 0.005, 0.021], [-0.064, 0.000, 0.051], [-0.022, -0.030, 0.019], [0.033, 0.002, -0.021], [-0.011, 0.005, -0.023], [0.005, 0.081, 0.015], [-0.019, -0.018, -0.088], [0.241, -0.100, 0.097], [-0.037, -0.087, -0.016], [0.021, 0.022, -0.011], [-0.200, 0.239, -0.004], [0.107, -0.226, 0.493], [0.190, 0.107, -0.333], [-0.290, 0.188, 0.116], [0.115, 0.058, 0.131], [0.022, -0.177, -0.008], [-0.205, 0.324, -0.235], [0.203, 0.068, 0.078], [-0.044, -0.143, 0.098], [0.013, 0.001, -0.104], [-0.003, 0.087, -0.032], [-0.027, -0.021, 0.249], [-0.002, -0.067, -0.072], [0.008, -0.051, -0.097], [-0.003, 0.115, 0.117], [-0.042, -0.679, 0.873], [0.045, -0.027, -0.323], [0.001, -0.008, 0.024], [-0.012, -0.013, -0.004], [0.007, -0.005, 0.010], [0.061, 0.042, 0.006], [-0.002, -0.023, 0.006], [0.100, -0.138, 0.081], [-0.009, -0.019, -0.008], [0.000, -0.056, 0.052], [0.034, -0.033, -0.153], [0.099, 0.058, -0.012], [-0.027, 0.009, 0.036], [-0.005, -0.016, -0.019], [0.034, -0.015, 0.000], [-0.014, -0.016, -0.001], [-0.021, 0.012, -0.016], [-0.022, -0.095, -0.020], [0.027, -0.076, 0.207], [0.160, -0.031, -0.239], [-0.203, -0.057, -0.084], [0.036, 0.185, 0.029], [0.044, -0.276, 0.077], [-0.433, 0.620, -0.451], [-0.302, 0.138, -0.009], [0.088, 0.105, 0.002], [-0.044, 0.007, 0.087], [-0.077, -0.022, -0.162], [0.087, 0.070, 0.200], [0.038, 0.191, -0.008], [0.136, -0.093, -0.078], [-0.163, -0.090, 0.025], [-0.029, -0.034, 0.012], [0.071, 0.032, -0.060], [0.037, -0.042, 0.000], [0.231, -0.009, 0.217], [0.070, 0.040, 0.039], [-0.057, -0.055, -0.031], [0.002, -0.315, -0.147], [0.306, -0.224, 0.343], [-0.154, -0.066, 0.114], [0.042, -0.002, -0.012], [-0.071, 0.057, -0.067], [0.055, -0.043, -0.071], [-0.176, 0.115, 0.051], [0.317, 0.045, -0.165], [-0.040, -0.100, -0.082], [-0.102, 0.028, 0.015], [0.035, -0.029, -0.007], [0.012, -0.029, 0.030], [-0.041, 0.012, -0.006], [-0.018, 0.008, -0.002], [0.000, -0.006, 0.002], [-0.002, -0.032, -0.050], [-0.011, -0.052, -0.008], [0.003, -0.001, -0.002], [0.036, 0.016, -0.037], [-0.038, 0.004, 0.012], [0.069, 0.106, -0.001], [0.015, -0.110, 0.055], [-0.110, 0.055, -0.048], [0.020, 0.099, 0.029], [-0.006, -0.015, -0.014], [-0.008, 0.011, 0.000], [-0.026, -0.023, -0.005], [-0.005, 0.017, 0.051], [-0.076, -0.090, 0.164], [0.036, 0.195, -0.136], [0.055, 0.032, 0.094], [0.156, -0.008, 0.164], [-0.149, 0.142, -0.158], [0.011, 0.035, -0.033], [0.010, 0.011, -0.027], [0.002, 0.013, -0.051], [-0.043, -0.039, 0.025], [0.009, -0.090, -0.002], [0.124, -0.023, -0.028], [-0.035, 0.046, -0.038], [0.091, 0.024, 0.003], [0.041, 0.020, -0.006], [0.039, -0.019, 0.059]], "gap_ev": 6.68, "charge": 0, "e_tot_ev": -117839.212, "e_above_lowest_kcal_mol": 79.96}

***

| no. | HOMO (eV) |
| --- | --- |
| 1 | -8.04 |
| 2 | -6.99 |